[1]
{"formula": "C33H60N6O5P2Si2TeY", "method": "ωB97M-V/def2-TZVPD", "elements": ["Y", "O", "C", "O", "C", "C", "C", "C", "C", "C", "N", "C", "C", "C", "C", "C", "C", "N", "H", "H", "H", "H", "H", "H", "H", "H", "H", "H", "C", "P", "C", "C", "C", "P", "C", "C", "H", "H", "H", "H", "H", "H", "H", "H", "H", "H", "H", "H", "H", "H", "H", "H", "C", "N", "C", "C", "O", "N", "C", "N", "H", "H", "H", "H", "H", "H", "H", "N", "C", "C", "O", "O", "H", "H", "H", "H", "H", "C", "Si", "C", "C", "C", "Te", "C", "Si", "C", "C", "C", "H", "H", "H", "H", "H", "H", "H", "H", "H", "H", "H", "H", "H", "H", "H", "H", "H", "H", "H", "H", "H", "H"], "xyz": [[-13.198, -11.702, 13.514], [-9.554, -4.729, 11.400], [-10.249, -5.722, 10.889], [-10.214, -6.051, 9.730], [-10.953, -6.562, 11.886], [-10.134, -7.016, 12.980], [-10.616, -7.960, 13.894], [-11.892, -8.464, 13.681], [-12.666, -7.968, 12.618], [-12.243, -7.048, 11.698], [-12.532, -9.466, 14.417], [-12.708, -9.234, 15.665], [-13.351, -10.221, 16.484], [-13.718, -9.886, 17.803], [-14.420, -10.876, 18.529], [-14.744, -12.052, 17.893], [-14.344, -12.252, 16.591], [-13.615, -11.416, 15.855], [-9.728, -4.557, 12.305], [-9.139, -6.603, 12.966], [-9.972, -8.409, 14.606], [-13.722, -8.256, 12.569], [-12.856, -6.668, 10.877], [-12.422, -8.261, 16.073], [-13.373, -8.971, 18.208], [-14.592, -10.691, 19.582], [-15.368, -12.824, 18.407], [-14.561, -13.234, 16.186], [-16.134, -8.666, 14.469], [-15.854, -10.227, 13.564], [-17.176, -11.232, 14.344], [-16.321, -9.721, 11.862], [-16.074, -10.721, 10.733], [-14.289, -11.204, 10.665], [-14.423, -12.528, 9.444], [-13.552, -9.752, 9.740], [-17.057, -8.333, 13.999], [-15.356, -7.922, 14.288], [-16.419, -8.820, 15.536], [-18.153, -10.889, 14.014], [-17.126, -11.057, 15.419], [-17.077, -12.314, 14.238], [-15.763, -8.823, 11.668], [-17.327, -9.365, 11.973], [-16.412, -10.262, 9.795], [-16.591, -11.683, 10.887], [-14.951, -12.399, 8.470], [-14.780, -13.414, 9.978], [-13.378, -12.714, 9.157], [-13.937, -9.691, 8.636], [-12.471, -9.940, 9.681], [-13.777, -8.820, 10.214], [-13.611, -17.546, 11.258], [-13.493, -16.216, 11.845], [-14.220, -15.869, 13.047], [-13.864, -14.427, 13.151], [-14.315, -13.570, 13.972], [-12.961, -14.111, 12.245], [-12.739, -15.212, 11.454], [-11.892, -15.168, 10.444], [-14.545, -17.762, 10.818], [-13.249, -18.360, 11.921], [-12.977, -17.700, 10.409], [-13.930, -16.515, 13.900], [-15.315, -15.994, 12.814], [-11.332, -14.355, 10.246], [-11.623, -15.938, 9.872], [-7.515, -11.997, 14.625], [-8.819, -12.728, 14.362], [-10.000, -11.798, 14.656], [-9.853, -10.835, 15.339], [-11.096, -12.179, 14.056], [-6.771, -12.663, 14.952], [-7.683, -11.361, 15.403], [-7.163, -11.501, 13.791], [-8.874, -13.503, 15.069], [-8.739, -13.095, 13.336], [-7.379, -14.811, 9.113], [-7.419, -13.114, 9.794], [-6.489, -12.997, 11.397], [-6.690, -11.919, 8.611], [-9.256, -12.682, 10.138], [-9.736, -10.714, 10.921], [-9.654, -9.358, 9.179], [-10.398, -9.888, 7.491], [-9.054, -10.172, 6.267], [-11.365, -8.368, 7.064], [-11.453, -11.427, 7.596], [-6.384, -14.988, 8.644], [-8.157, -14.890, 8.394], [-7.620, -15.640, 9.852], [-6.790, -13.792, 12.144], [-6.541, -11.987, 11.897], [-5.438, -13.123, 11.316], [-5.597, -11.952, 8.642], [-6.898, -10.878, 8.902], [-7.057, -12.021, 7.592], [-9.609, -13.512, 10.767], [-9.870, -12.775, 9.185], [-8.549, -9.094, 9.089], [-10.239, -8.514, 9.526], [-8.297, -9.401, 6.116], [-9.515, -10.287, 5.265], [-8.508, -11.093, 6.440], [-12.177, -8.099, 7.771], [-11.894, -8.480, 6.125], [-10.665, -7.505, 7.008], [-11.019, -12.251, 7.041], [-12.437, -11.294, 7.132], [-11.602, -11.704, 8.641]], "forces_ev_per_angstrom": [[1.039, 0.654, -0.591], [0.989, 0.755, -1.858], [-0.234, -0.958, -0.506], [-0.051, 0.566, 0.291], [0.913, -0.912, 1.504], [-1.713, 0.405, -1.353], [-0.025, 0.104, -1.171], [-0.380, 1.139, -1.696], [-1.240, -0.396, 0.294], [1.020, 0.631, 0.096], [0.024, -0.323, 1.243], [0.511, 0.404, -1.045], [-0.556, -0.275, 0.720], [-0.100, -2.459, -1.427], [0.935, 1.176, 0.062], [-1.079, -0.202, 1.115], [0.267, -1.368, -0.358], [-0.750, 1.046, 1.712], [-0.458, 0.225, 1.427], [0.267, -0.285, 0.558], [0.405, -0.173, 0.777], [0.369, -0.317, 0.030], [0.123, -0.234, 0.289], [0.026, -0.203, 0.179], [0.017, 0.729, 0.435], [-0.394, -0.161, -0.058], [0.829, 0.687, -0.526], [-0.020, 0.257, -0.374], [-0.666, -0.236, 0.108], [1.055, -0.635, 0.633], [-0.050, -0.070, -0.055], [-0.187, -0.518, 0.536], [-0.012, -0.054, 0.726], [-0.697, 1.476, -0.806], [1.052, -0.663, -0.660], [-0.422, -1.397, -2.165], [-0.163, 0.574, 0.044], [-0.091, -0.065, 0.304], [0.742, 0.106, -0.730], [-0.210, -0.123, -0.082], [0.107, 0.164, 0.015], [0.005, 0.130, -0.415], [0.504, 0.544, -0.069], [-0.882, -0.028, -0.444], [0.185, -0.373, 0.025], [-0.198, 0.442, -0.050], [-0.012, 0.367, 0.999], [-0.092, 0.021, -0.274], [-0.213, -0.331, 0.018], [0.491, -0.270, 2.046], [-0.269, 0.414, 0.167], [0.007, 0.430, 0.384], [1.695, -0.787, 0.396], [0.154, -1.750, -0.523], [-1.577, -0.649, -0.445], [0.193, 0.160, 0.477], [-0.132, -0.840, -0.228], [0.443, 0.858, -0.415], [-0.129, 0.916, 0.567], [0.280, 0.082, -0.233], [-1.581, -0.017, 0.212], [-0.671, 0.673, 0.096], [0.817, 0.588, -0.559], [-0.208, 0.514, -0.311], [0.868, 0.098, 0.634], [-0.235, 0.498, 0.385], [-0.311, -0.779, -0.062], [0.580, -1.176, 0.484], [0.804, 1.190, -0.887], [-1.281, -1.335, -2.361], [0.600, 1.436, 1.333], [0.439, 0.035, 0.436], [-0.712, 0.694, -0.586], [-0.125, 0.627, 0.040], [-0.261, -0.078, 0.371], [-0.001, -1.331, 0.741], [-0.452, -0.019, 0.231], [0.663, -1.431, 1.177], [-0.524, 0.736, 0.186], [-0.758, 0.252, 2.139], [0.245, 1.039, 0.073], [-0.337, -0.288, -1.517], [-0.181, -0.007, 0.016], [1.540, -1.172, 0.215], [0.345, 0.674, 0.397], [0.123, -0.161, -1.182], [-0.464, 0.677, 0.234], [-0.525, -0.050, -0.060], [-0.754, -0.156, 0.241], [-0.513, -0.072, -1.108], [0.597, 0.956, -0.656], [0.078, 0.748, -0.681], [-0.353, -0.731, -0.569], [1.107, -0.340, -0.514], [-0.036, -0.316, -0.287], [-0.184, -0.195, 0.039], [0.203, -0.186, -0.087], [-0.161, 0.487, 0.458], [0.856, 0.083, 0.912], [-1.564, -0.087, 0.090], [0.126, 0.306, 0.249], [-0.141, 0.228, 0.344], [0.075, -0.028, 0.422], [-0.002, -0.230, 0.104], [0.643, -0.167, -0.047], [0.140, 0.066, -0.496], [-0.520, -0.449, -0.048], [0.332, -0.273, 0.060], [0.059, 0.208, 0.154], [-0.028, -0.147, -0.075]], "lumo_energy_ev": -7.9, "homo_ha": -0.52686, "charge": 3, "spin_multiplicity": 1}

---

[2]
{"formula": "C15H44BeNO8", "method": "ωB97M-V/def2-TZVPD", "elements": ["Be", "C", "C", "C", "C", "C", "C", "N", "O", "C", "C", "C", "H", "H", "H", "H", "H", "H", "H", "H", "H", "H", "H", "H", "H", "H", "H", "H", "H", "H", "O", "H", "H", "O", "H", "H", "O", "H", "H", "O", "H", "H", "O", "H", "H", "C", "C", "C", "O", "H", "H", "H", "H", "H", "H", "H", "H", "C", "C", "C", "O", "H", "H", "H", "H", "H", "H", "H", "H"], "xyz": [[20.495, -8.936, 21.267], [18.484, -11.624, 25.020], [19.373, -10.693, 25.871], [19.677, -11.478, 27.196], [20.711, -10.812, 28.121], [21.968, -10.696, 27.263], [21.827, -9.935, 25.959], [20.693, -10.492, 25.183], [20.660, -10.046, 23.820], [23.181, -10.226, 25.225], [21.849, -8.415, 26.243], [18.654, -9.374, 26.238], [18.127, -11.107, 24.130], [17.635, -12.002, 25.590], [19.035, -12.514, 24.715], [20.018, -12.494, 26.994], [18.775, -11.640, 27.786], [20.851, -11.438, 29.003], [20.371, -9.808, 28.376], [22.207, -11.742, 27.069], [22.717, -10.161, 27.847], [23.259, -9.731, 24.257], [23.133, -11.297, 25.027], [24.075, -10.012, 25.811], [22.639, -8.017, 26.879], [20.938, -8.013, 26.686], [21.834, -7.886, 25.290], [18.640, -8.694, 25.386], [19.041, -8.814, 27.090], [17.597, -9.524, 26.457], [18.139, -9.125, 22.095], [18.004, -9.678, 22.864], [17.481, -8.435, 22.176], [22.279, -7.435, 20.176], [23.154, -7.821, 20.135], [22.398, -6.538, 19.864], [20.532, -9.381, 18.830], [21.113, -10.089, 18.552], [20.208, -9.002, 18.013], [22.851, -9.914, 21.179], [23.125, -10.718, 21.620], [23.666, -9.524, 20.863], [19.171, -7.126, 20.195], [18.283, -6.904, 20.474], [19.398, -6.450, 19.556], [18.723, -13.236, 21.306], [19.857, -12.583, 20.453], [19.410, -12.168, 19.130], [20.444, -11.520, 21.128], [17.937, -12.488, 21.399], [19.040, -13.543, 22.303], [18.319, -14.084, 20.752], [20.591, -13.383, 20.366], [20.154, -12.066, 18.340], [18.709, -11.340, 19.232], [18.800, -12.973, 18.721], [20.792, -11.988, 21.891], [19.122, -5.945, 24.040], [20.402, -5.748, 23.256], [21.449, -5.160, 24.176], [20.806, -7.110, 23.070], [18.378, -6.410, 23.392], [18.763, -4.939, 24.254], [19.327, -6.532, 24.935], [20.315, -5.218, 22.308], [22.458, -5.341, 23.807], [21.434, -5.563, 25.189], [21.249, -4.090, 24.247], [20.862, -7.513, 23.939]], "forces_ev_per_angstrom": [[-0.076, 0.537, -0.400], [0.418, 0.385, -0.051], [-0.250, -1.182, 1.197], [0.022, 0.164, 0.665], [-0.518, 0.342, -1.681], [-0.593, -0.378, 1.383], [2.392, 0.211, 0.395], [-0.290, 2.986, -3.890], [-0.226, -1.517, 4.361], [-1.145, -0.712, -0.665], [-1.980, 0.627, -0.732], [-0.191, 0.304, -0.676], [-0.113, -0.172, -0.038], [-0.026, 0.369, 0.089], [0.172, 0.128, -0.111], [0.162, -0.039, -0.414], [-0.440, 0.285, -0.404], [0.144, 0.286, 0.006], [-0.083, -0.100, 0.510], [0.779, 0.108, -0.151], [0.425, -0.466, -0.155], [-0.106, 0.235, 0.089], [0.452, -0.136, -0.094], [-0.358, 0.101, 0.221], [0.356, -0.629, -0.292], [-0.190, -0.397, 0.396], [0.764, -0.013, -0.045], [0.203, 0.075, -0.197], [0.266, -0.321, -0.093], [0.028, -0.515, 0.067], [1.144, -0.022, -0.765], [0.264, -0.392, 0.372], [-0.163, 0.351, -0.055], [-0.533, -0.480, 0.359], [0.114, 0.067, -0.071], [-0.135, 0.411, -0.005], [0.121, 0.092, 1.235], [0.230, -0.363, 0.128], [-0.346, 0.417, -0.091], [-0.945, 0.393, -0.063], [-0.113, -0.362, 0.263], [0.279, 0.075, 0.023], [0.480, -0.796, 0.538], [-0.311, -0.022, 0.143], [0.334, 0.155, -0.285], [0.118, 1.042, -0.906], [-0.846, -2.788, 0.480], [-1.586, -0.503, -1.519], [0.961, 1.795, 1.116], [-0.254, -0.058, 0.175], [0.175, -0.044, -0.098], [0.052, -0.066, 0.207], [0.470, 0.040, -0.228], [0.282, 0.532, 0.387], [0.270, 0.339, -0.308], [-0.147, -0.150, 0.045], [0.305, 0.834, 0.807], [-0.573, 1.775, -1.078], [0.098, -1.286, 2.147], [0.296, 0.986, -0.346], [0.815, -1.926, -2.692], [-0.113, -0.232, 0.225], [-0.404, -0.153, 0.626], [-0.212, 0.187, -0.002], [-0.025, -0.329, 0.016], [-0.031, 0.259, -0.231], [-0.374, -0.141, -0.026], [0.343, 0.116, 0.161], [-0.038, -0.319, 0.029]], "lumo_energy_ev": [-7.6, -7.6], "homo_ha": [-0.54801, -0.57068], "charge": 2, "spin_multiplicity": 2}

---

[3]
{"formula": "C2H5NO2P", "method": "ωB97M-V/def2-TZVPD", "elements": ["C", "C", "N", "O", "O", "P", "H", "H", "H", "H", "H"], "xyz": [[3.210, -0.106, -0.112], [-0.224, 0.758, -1.267], [0.915, 0.494, -0.846], [2.909, -1.122, -0.977], [4.255, -0.099, 0.520], [1.927, 1.073, 0.290], [-0.532, -0.256, 2.206], [-0.921, 1.735, -1.108], [-0.753, -0.067, -1.702], [1.901, -0.852, -1.256], [-1.180, 0.097, 2.248]], "forces_ev_per_angstrom": [[0.170, -1.090, 0.779], [-3.423, 1.945, -0.367], [0.053, -1.034, -0.130], [-1.801, 1.019, -0.496], [0.442, -0.191, -0.460], [0.993, 1.619, 0.755], [0.168, -0.005, -0.052], [1.766, -1.801, 0.128], [-0.534, -0.157, -0.947], [2.323, -0.330, 0.777], [-0.158, 0.025, 0.015]], "lumo_energy_ev": 4.2, "homo_ha": -0.09112, "charge": -1, "spin_multiplicity": 1}

---

no.,largest force on an atom (eV/A)
1,3.0
2,4.9
3,4.0